(1)
56
Properties=species:S:1:pos:R:3:forces:R:3 method="wB97M-V/def2-TZVPD" e_lumo_ha=-0.1741 total_charge=+1 homo_ev=-12.3 energy_ev=-194709.8601 spin_multiplicity=1 orbital_gap_ev=7.59
C 3.2988 0.3812 0.3251 -0.01 -0.12 -0.44
B 2.3492 1.6030 0.1892 0.33 -0.16 -0.03
O 2.6444 2.7442 -0.5064 -1.01 -0.21 -0.15
C 0.9321 1.5535 0.9274 0.10 0.04 -0.17
C 0.6721 2.1368 2.1433 -0.26 0.02 0.45
C -0.6035 1.9958 2.7064 0.09 0.17 0.15
N -1.5807 1.3185 2.1408 0.10 0.06 0.07
N -1.3072 0.7706 0.9774 0.13 0.00 -0.06
C -2.4311 0.0204 0.3672 -0.07 0.00 -0.13
Br -3.0641 1.0658 -1.1193 -0.04 0.01 -0.08
C -2.0239 -1.4556 0.1257 -0.16 -0.28 0.22
C -2.8584 -2.4113 0.9956 0.25 -0.11 -0.10
Br -2.0856 -2.0373 -1.7172 0.21 0.09 0.00
C -0.1356 0.8649 0.3550 0.09 -0.01 -0.06
H 3.5694 0.2151 1.3738 -0.05 0.05 0.00
H 4.2130 0.5051 -0.2583 0.01 -0.01 0.09
H 2.8097 -0.5379 -0.0228 0.01 0.00 0.14
H 2.8150 2.6119 -1.4464 0.68 0.16 0.13
H 1.4297 2.6781 2.6965 0.02 0.09 0.05
H -0.8471 2.4510 3.6591 -0.04 -0.08 -0.05
H -3.2318 0.0610 1.0967 0.11 0.07 0.07
H -0.9753 -1.5816 0.3880 -0.03 0.18 0.06
H -2.2262 -3.2314 1.3370 -0.06 0.00 -0.07
H -3.6746 -2.8496 0.4241 -0.12 0.17 0.11
H -3.2466 -1.9058 1.8808 -0.02 -0.03 -0.03
H -0.0718 0.3818 -0.6149 -0.11 -0.03 0.06
O 3.2748 3.7422 4.2428 -0.18 -0.14 -0.08
S 4.3886 3.0623 3.6415 0.21 0.23 -0.05
O 4.3216 1.6339 3.5182 -0.15 -0.02 -0.11
O 5.7165 3.4966 4.3554 -0.02 -0.10 0.03
C 5.7794 3.4158 5.8117 0.03 0.03 0.36
C 5.9917 2.0029 6.3038 -0.06 -0.07 -0.16
C 4.7372 3.7713 2.0715 0.08 0.05 -0.01
H 4.8768 3.8650 6.2253 -0.05 -0.01 -0.09
H 6.6189 4.0549 6.0718 0.03 0.01 -0.12
H 5.1222 1.3758 6.1122 -0.01 0.01 0.02
H 6.1726 2.0217 7.3782 0.02 0.02 0.00
H 6.8499 1.5489 5.8096 0.04 0.02 0.05
H 4.8114 4.8489 2.1878 0.02 0.00 0.01
H 3.9199 3.5246 1.3987 0.00 0.02 0.03
H 5.6681 3.3513 1.6991 0.01 0.00 0.01
O -6.7618 -2.8553 -5.8046 -0.04 -0.03 0.01
S -5.7263 -3.6395 -6.4065 0.07 0.05 0.02
O -5.7511 -5.0617 -6.2716 -0.04 -0.02 -0.02
O -4.3207 -3.0862 -5.8916 0.00 0.04 -0.04
C -4.1678 -2.9449 -4.4635 0.08 -0.11 0.33
C -3.9118 -4.2796 -3.7882 -0.11 -0.12 -0.12
C -5.5378 -3.2107 -8.0984 0.01 0.04 -0.04
H -5.0445 -2.4446 -4.0496 -0.05 -0.01 -0.09
H -3.3176 -2.2749 -4.3439 0.01 0.02 -0.16
H -4.7893 -4.9209 -3.8459 -0.01 0.01 0.00
H -3.6651 -4.1348 -2.7367 -0.03 0.02 -0.04
H -3.0888 -4.8030 -4.2751 0.04 0.03 0.02
H -5.4784 -2.1296 -8.1825 -0.01 0.00 0.00
H -6.4184 -3.5890 -8.6128 -0.01 -0.01 0.02
H -4.6402 -3.6890 -8.4805 -0.01 -0.02 0.00


(2)
8
Properties=species:S:1:pos:R:3:forces:R:3 method="wB97M-V/def2-TZVPD" e_lumo_ha="0.1292 / 0.1292" total_charge=-1 homo_ev="-3.2 / -3.2" energy_ev=-22242.2428 spin_multiplicity=1 relative_energy_ev=6.722 orbital_gap_ev="6.70 / 6.71"
C 0.8507 1.4785 -1.1228 -3.81 0.70 3.99
C 0.9759 -0.7092 -2.1229 -0.51 -0.95 -0.30
N -0.4360 0.7685 0.5815 1.74 1.33 -2.32
O 1.5237 0.3995 -1.7343 1.70 -0.36 -1.04
O 1.0087 2.6095 -1.4654 0.63 -1.45 -0.31
O 1.4882 -1.7921 -2.1921 -0.22 0.95 0.14
Cl -0.7066 -0.4863 -2.7018 0.24 -0.10 0.03
H -0.1777 -0.2182 0.4487 0.23 -0.13 -0.20


(3)
25
Properties=species:S:1:pos:R:3:forces:R:3 method="wB97M-V/def2-TZVPD" e_lumo_ha="-0.1192 / -0.1267" total_charge=+1 homo_ev="-9.7 / -10.4" energy_ev=-30503.1594 spin_multiplicity=7 orbital_gap_ev="6.49 / 6.90" s2=12.009
H -0.6862 -1.0862 -2.3573 -0.72 -0.60 0.67
C -2.2217 1.3282 1.0559 -0.44 0.37 0.17
O -2.0402 0.1011 0.3591 -0.84 0.20 -0.14
C -2.8344 -0.0463 -0.8145 -0.33 0.13 -0.09
C -2.4680 -1.3807 -1.4229 -0.48 -0.04 -0.13
O -1.0379 -1.4816 -1.5202 -0.11 -0.11 -2.61
C 2.2747 -1.7336 1.0221 1.22 -0.60 0.35
C 3.0372 -0.4525 0.7638 0.44 -0.86 0.31
O 2.0559 0.5301 0.2947 -0.65 0.40 -0.04
C 2.5389 1.8171 -0.0138 0.19 0.49 -0.24
Sm 0.1403 -0.8794 0.3124 1.31 0.35 1.71
H -1.2677 1.5893 1.5246 -0.15 0.05 0.02
H -2.5158 2.1226 0.3555 0.15 -0.14 0.24
H -2.9949 1.2067 1.8255 0.20 0.12 -0.17
H -2.6037 0.7789 -1.5061 -0.13 -0.12 0.12
H -3.9022 -0.0208 -0.5544 0.17 0.01 -0.16
H -2.9298 -1.5061 -2.4079 0.04 0.00 0.22
H -2.7960 -2.2017 -0.7736 0.16 0.15 -0.19
H 2.6963 -2.5757 0.4562 0.01 0.17 0.22
H 2.2703 -2.0028 2.0878 0.17 0.02 -0.18
H 3.7929 -0.5461 -0.0324 -0.20 0.04 0.20
H 3.5146 -0.0106 1.6535 -0.15 -0.09 -0.23
H 1.9298 2.5770 0.5003 0.28 -0.20 -0.13
H 3.5920 1.9154 0.2887 -0.35 0.04 -0.07
H 2.4556 1.9577 -1.0971 0.18 0.21 0.14


(4)
16
Properties=species:S:1:pos:R:3:forces:R:3 method="wB97M-V/def2-TZVPD" e_lumo_ha=0.0416 homo_ev=-11.4 energy_ev=-4342.1119 spin_multiplicity=1 relative_energy_ev=0.416 orbital_gap_ev=12.55
C -1.2420 -1.9284 -0.4339 -0.50 0.03 -1.28
C -1.1075 -1.7434 1.0501 0.56 0.05 0.22
H -2.1691 -1.4529 -0.7832 0.31 0.12 -0.04
H -0.4144 -1.5070 -1.0205 -0.15 0.01 0.30
H -1.3366 -2.9530 -0.7817 0.03 -0.33 0.29
H -0.5040 -0.8675 1.2318 -0.10 0.54 0.24
H -0.5565 -2.5307 1.5475 -0.04 -0.45 0.03
H -2.0723 -1.6254 1.5238 -0.14 -0.01 0.23
C 0.7635 1.2157 -0.0430 0.90 -0.81 -0.33
C 1.5122 2.4424 -0.5489 1.35 0.05 -0.18
H -0.2885 1.1852 -0.3341 0.01 0.34 0.58
H 1.1388 0.2447 -0.4038 0.27 0.44 -0.25
H 1.0023 1.1675 1.0130 -0.99 -0.09 0.43
H 2.1480 2.3192 -1.4305 -0.57 -0.37 -0.36
H 0.8312 3.2484 -0.7421 -0.21 0.55 -0.04
H 2.2949 2.7851 0.1555 -0.74 -0.06 0.13